Computed, not measured: a single CH5O2PS molecule at a distorted geometry, with wB97M-V/def2-TZVPD.

```
10
Properties=species:S:1:pos:R:3:forces:R:3
H -1.7206 -0.3861 -1.5524 -0.2 -0.1 -0.1
H -0.9718 -1.9620 -1.9157 -0.1 0.0 0.0
H 2.1144 -0.0467 2.0431 0.1 -0.3 0.1
C -1.1216 -1.1993 -1.1555 0.2 0.2 0.1
O 0.0107 2.0777 0.6102 0.0 0.7 0.0
H 0.7878 2.3836 0.1228 0.0 0.1 -0.2
S 0.5323 -0.6078 -0.7394 0.4 0.8 1.4
H -1.5913 -1.6360 -0.2826 -0.2 -0.1 0.0
P 0.1989 0.6252 1.2221 -0.4 -1.7 -1.3
O 1.7613 0.7513 1.6475 0.2 0.3 -0.2
```
Forces are in eV/Å.

Output
Structure (SMILES)   CSP(O)O
E_HOMO   -0.31848 hartree
ΔE to the lowest compared entry with this formula, charge and spin   0.00 kJ/mol
Orbital gap   0.3423 Ha

Atomic partial charges in e from the Mulliken method, atoms 1 to 4:
1. H 0.2669
2. H 0.2751
3. H 0.3290
4. C -0.7509